Entry from the OMol25 dataset: C29H27BrCoN3PS2Se2 as an isolated structure in a non-equilibrium geometry (the ωB97M-V functional and the def2-TZVPD basis).

```
! RIJCOSX wB97M-V def2-TZVPD def2/J DEFGRID3
* xyz 1 5
H -5.3434 1.1212 0.3454
C 5.2403 -1.2934 3.2070
H -4.9175 -0.5552 2.9256
H 1.2771 2.1372 4.7718
H 5.9077 -1.8345 -1.7161
C 2.9445 -1.5926 3.8410
H 0.7341 4.1762 0.3058
C -3.6995 -0.5404 -5.7533
C 1.2218 1.4641 -2.3106
H 5.6844 0.4967 2.1082
S -0.1844 2.4209 -2.4188
H 4.5169 -2.9576 4.3494
C 1.2801 3.9600 3.6391
C 2.3057 -0.4824 -1.9675
Br -2.4073 -2.9704 -6.5275
N -2.3282 -0.1293 -0.6404
C -4.0337 -0.3778 2.3145
C 4.7074 -0.0912 -1.9922
C 3.6020 0.3499 2.5743
C 1.1638 2.5893 3.7925
C -4.3544 -0.7593 0.8596
C -5.5481 0.0511 0.3197
H 3.3523 1.2867 2.0913
H 1.2499 5.6006 2.2567
C 4.9011 -1.4440 -1.7745
H 3.9850 -3.3638 -1.4967
C 0.9026 1.7748 2.6881
C -1.8663 -1.2131 -4.3695
C -3.8499 0.5667 -4.9324
H -3.0726 1.5918 -3.2108
C 4.9147 -0.0937 2.5886
C 1.1416 4.5314 2.3823
P 0.8194 -0.0113 3.0751
H 1.4833 4.5843 4.4992
H -4.8820 -2.5408 -0.2824
H 1.6718 -2.5186 -1.6796
H -4.3480 -0.7077 -6.6019
N -2.0203 -0.1437 -3.5867
H 0.4665 1.7578 0.5812
Se 0.5665 -0.9986 0.9895
C -4.6406 -2.2661 0.7446
C 3.4055 0.3784 -2.0796
H -4.6209 1.2972 -5.1304
C 2.6054 -0.4104 3.1841
C 0.7241 2.3611 1.4412
Se -0.7365 -2.7372 1.4472
C 3.8123 -2.3071 -1.6502
H 2.1707 -2.1601 4.3452
C 2.5149 -1.8424 -1.7537
C -3.2078 -0.4336 0.0281
H 6.2622 -1.6485 3.1869
H -3.2171 -0.9882 2.7013
H 5.5449 0.5821 -2.1175
N 1.0860 0.1613 -2.1070
Co -0.8936 0.1509 -1.8726
H -5.4964 -2.5046 1.3747
H -5.7753 -0.2428 -0.7054
H -3.7880 -2.8573 1.0753
H -6.4214 -0.1522 0.9375
C 4.2582 -2.0338 3.8490
S 2.8627 2.0152 -2.3683
H -1.0684 -1.9043 -4.1288
C -2.9886 0.7334 -3.8651
C 0.8575 3.7342 1.2850
C -2.6846 -1.4379 -5.4635
H -3.7500 0.6713 2.3971
*
```

Summary:
- <S²> = 6.014
- energy above the lowest of the compared OMol25 structures with the same formula, charge and spin (kJ/mol) = 0.0
- E_LUMO (alpha / beta) (eV) = -2.691 / -4.382
- E_HOMO (alpha / beta) (eV) = -10.576 / -10.555

Charges obtained by Mulliken population analysis, quoted in units of e:
1 H 0.375
2 C -0.474
3 H 0.431
4 H 0.395
5 H 0.437
6 C -0.404
7 H 0.435
8 C 0.070
9 C 0.536
10 H 0.411
11 S -0.334
12 H 0.406
13 C -0.671
14 C -0.547
15 Br -0.146
16 N -0.191
17 C -1.442
18 C -0.581
19 C -0.139
20 C -0.326
21 C 2.073
22 C -1.653
23 H 0.373
24 H 0.398
25 C -0.549
26 H 0.425
27 C 0.068
28 C -0.100
29 C -0.918
30 H 0.435
31 C -0.656
32 C -0.506
33 P -0.168
34 H 0.403
35 H 0.380
36 H 0.448
37 H 0.467
38 N 0.072
39 H -0.365
40 Se 0.317
41 C -1.434
42 C 0.974
43 H 0.422
44 C 0.415
45 C 0.818
46 Se -0.280
47 C -0.734
48 H 0.389
49 C -0.130
50 C -0.088
51 H 0.412
52 H 0.294
53 H 0.431
54 N 0.139
55 Co -0.315
56 H 0.421
57 H 0.391
58 H 0.233
59 H 0.426
60 C -0.586
61 S -0.201
62 H 0.539
63 C -0.136
64 C -0.556
65 C -0.397
66 H 0.367